[1]
{
  "formula": "C58H118N2O22S10",
  "method": "ωB97M-V with the def2-TZVPD basis set",
  "fmax_ev_per_a": 3.30,
  "gap_ha": 0.32718,
  "homo_ev": -8.63,
  "multiplicity": 1,
  "symbols": ["S", "S", "S", "S", "S", "S", "S", "S", "S", "S", "O", "O", "O", "O", "O", "O", "O", "O", "O", "O", "O", "O", "O", "O", "O", "O", "O", "O", "O", "O", "O", "O", "N", "N", "C", "C", "C", "C", "C", "C", "C", "C", "C", "C", "C", "C", "C", "C", "C", "C", "C", "C", "C", "C", "C", "C", "C", "C", "C", "C", "C", "C", "C", "C", "C", "C", "C", "C", "C", "C", "C", "C", "C", "C", "C", "C", "C", "C", "C", "C", "C", "C", "C", "C", "C", "C", "C", "C", "C", "C", "C", "C", "H", "H", "H", "H", "H", "H", "H", "H", "H", "H", "H", "H", "H", "H", "H", "H", "H", "H", "H", "H", "H", "H", "H", "H", "H", "H", "H", "H", "H", "H", "H", "H", "H", "H", "H", "H", "H", "H", "H", "H", "H", "H", "H", "H", "H", "H", "H", "H", "H", "H", "H", "H", "H", "H", "H", "H", "H", "H", "H", "H", "H", "H", "H", "H", "H", "H", "H", "H", "H", "H", "H", "H", "H", "H", "H", "H", "H", "H", "H", "H", "H", "H", "H", "H", "H", "H", "H", "H", "H", "H", "H", "H", "H", "H", "H", "H", "H", "H", "H", "H", "H", "H", "H", "H", "H", "H", "H", "H", "H", "H", "H", "H", "H", "H", "H", "H", "H", "H"],
  "coordinates": [[-21.39345, -20.64503, -11.81986], [-23.75497, -9.23591, -3.80511], [-16.28502, -12.45689, -6.81570], [-21.51118, -16.64709, -3.01998], [-20.14605, -8.79132, -6.80027], [-20.57840, -15.04227, -13.52791], [-21.04386, -14.72427, -7.91992], [-24.12839, -18.92428, -6.40138], [-17.74462, -17.62368, -7.49367], [-25.48413, -14.49720, -10.52322], [-21.12494, -15.51491, -2.25668], [-21.07555, -16.72670, -4.40822], [-18.33763, -17.01606, -8.63714], [-23.02091, -10.42060, -4.15277], [-29.93000, -15.39513, -4.22127], [-21.84131, -15.67991, -13.30145], [-21.86322, -10.14962, -10.67473], [-15.30446, -11.43788, -6.69268], [-23.15875, -19.01611, -5.35090], [-24.11656, -19.79783, -7.58909], [-16.95491, -16.82424, -6.58774], [-24.81431, -9.37425, -2.86082], [-20.96282, -7.73842, -6.17232], [-20.65940, -20.19585, -12.98917], [-19.79334, -15.52449, -14.65988], [-21.60485, -22.08043, -11.61634], [-26.08810, -13.65163, -9.48150], [-17.37849, -12.49522, -5.84354], [-20.31061, -9.14601, -8.24376], [-21.25985, -16.12346, -7.63796], [-21.05285, -14.26416, -9.28443], [-25.03007, -15.81151, -10.08469], [-23.32856, -10.20664, -10.83168], [-28.98497, -14.89477, -5.13836], [-27.81215, -12.92844, -6.71648], [-20.28487, -10.27946, -5.88454], [-18.98524, -18.38247, -6.51963], [-26.60530, -14.89569, -11.90873], [-24.29637, -17.26018, -7.06546], [-18.26527, -9.09831, -5.05028], [-16.97264, -12.55230, -8.50380], [-20.76965, -13.26260, -13.56802], [-27.14821, -14.76714, -3.41465], [-20.56279, -19.96224, -10.38534], [-23.29061, -16.75136, -2.93628], [-19.18510, -13.73905, -11.70841], [-27.14664, -13.49262, -5.51600], [-23.70608, -6.68203, -3.60483], [-30.29978, -15.79363, -6.95421], [-15.52715, -14.45582, -8.25652], [-23.56462, -8.45203, -9.01536], [-22.37976, -18.88593, -2.06308], [-22.34662, -18.44641, -11.03348], [-29.77846, -14.45922, -6.36677], [-25.57605, -16.71759, -6.47227], [-16.71662, -19.02147, -7.80256], [-19.62114, -15.13953, -12.02324], [-28.09914, -13.93810, -4.39504], [-21.70778, -13.53882, -5.54694], [-20.25958, -14.02878, -5.53340], [-23.66529, -9.54982, -12.14171], [-23.48588, -17.81676, -1.87299], [-25.93016, -8.97613, -11.04303], [-25.57329, -9.83381, -9.84613], [-22.29557, -13.89469, -6.97414], [-25.74691, -18.97042, -5.48637], [-21.57063, -18.97376, -9.82658], [-17.47294, -20.16413, -7.18474], [-22.86687, -19.65921, -11.71110], [-25.60613, -15.34728, -12.98493], [-15.53630, -14.08005, -6.77521], [-28.82379, -12.88880, -3.62022], [-26.65143, -17.79751, -6.13217], [-18.26875, -19.64351, -5.98316], [-24.33910, -8.42734, -5.24217], [-21.02833, -18.19691, -2.20154], [-24.54527, -14.13815, -13.00301], [-19.50296, -9.88458, -4.64823], [-24.17724, -13.79722, -11.55425], [-20.33412, -12.85141, -12.13188], [-28.82723, -13.87547, -7.31287], [-23.95290, -6.95742, -5.08543], [-25.19165, -9.45101, -12.27725], [-16.84706, -14.05206, -8.84733], [-23.99780, -9.79846, -9.53371], [-23.65507, -10.83974, -8.46142], [-31.00336, -13.56234, -6.03636], [-22.74843, -7.83816, -3.20680], [-23.09448, -8.14724, -12.31759], [-23.17662, -10.55587, -13.19066], [-18.44346, -8.45184, -6.42956], [-19.65508, -14.14164, -6.90585], [-23.63637, -7.74724, -9.83196], [-21.77107, -12.95153, -13.90259], [-22.79555, -13.06284, -7.59117], [-24.78647, -6.27481, -5.42545], [-18.83439, -15.87381, -12.29156], [-23.68395, -15.82029, -2.54049], [-27.11302, -14.03236, -12.21352], [-25.49456, -18.75998, -4.47311], [-24.25454, -10.55982, -7.60653], [-20.12373, -9.12401, -4.16519], [-23.07844, -17.67998, -10.78774], [-30.82430, -12.64345, -5.48577], [-26.13173, -9.64068, -8.88854], [-18.22807, -7.39459, -6.46137], [-21.82869, -7.77322, -3.69837], [-24.12136, -12.68939, -11.37188], [-23.11161, -19.54680, -12.75701], [-20.55047, -17.93437, -1.27163], [-29.33668, -13.49453, -8.19973], [-19.70227, -13.27887, -4.98913], [-24.71839, -6.76061, -3.06746], [-26.85011, -15.68639, -3.94799], [-14.73492, -13.91475, -8.75470], [-18.78235, -14.76759, -6.94287], [-23.34478, -11.56853, -12.90648], [-17.98207, -12.12812, -8.52342], [-27.63169, -15.04841, -2.48353], [-16.71373, -19.08914, -8.89320], [-31.48470, -13.20589, -6.99699], [-27.34825, -17.34410, -5.44581], [-23.27451, -7.82232, -13.36733], [-20.06739, -12.92801, -14.24639], [-23.55868, -7.35508, -11.71365], [-15.45379, -15.54706, -8.39769], [-23.63059, -14.49956, -13.49812], [-28.18701, -12.40771, -2.87867], [-25.82392, -10.86062, -10.05301], [-27.29918, -15.64273, -11.46514], [-26.99441, -8.96567, -11.33011], [-22.50219, -19.46381, -2.97313], [-22.53043, -7.96562, -2.15170], [-22.20240, -19.49818, -9.11462], [-28.09885, -14.66795, -7.73044], [-22.50409, -8.50939, -8.70897], [-19.64300, -19.48691, -10.66219], [-25.65153, -7.95084, -10.68296], [-23.94659, -9.08283, -6.02486], [-23.64158, -20.31513, -11.16716], [-23.63065, -10.28602, -14.19978], [-17.69111, -14.63569, -8.47272], [-26.54783, -14.38048, -5.86168], [-23.16550, -14.61035, -6.90749], [-24.15098, -8.07108, -8.18949], [-25.41887, -8.54020, -5.34159], [-16.22777, -14.74905, -6.19506], [-26.27289, -14.21007, -3.21623], [-24.91155, -13.31163, -13.64183], [-21.07753, -18.20282, -9.18826], [-22.63590, -10.77103, -8.16188], [-21.75850, -9.33363, -10.17876], [-23.25711, -14.23548, -11.15484], [-15.74033, -18.80025, -7.41213], [-19.02226, -13.63175, -10.64264], [-21.18498, -12.88177, -11.38223], [-29.66511, -13.33354, -3.07984], [-27.18772, -18.13638, -7.00042], [-24.51830, -18.23808, -1.89771], [-19.24500, -10.70131, -3.94302], [-30.51886, -16.45350, -6.10830], [-23.38390, -17.44237, -0.83997], [-16.89130, -21.05836, -6.96818], [-26.02092, -19.99646, -5.65935], [-21.34648, -10.35536, -5.52201], [-19.19679, -17.56589, -5.80597], [-18.34927, -13.48022, -12.29686], [-29.47541, -16.14551, -3.82445], [-14.59998, -14.02072, -6.22484], [-25.15921, -16.28747, -12.75591], [-19.06111, -20.34554, -5.73671], [-22.11452, -10.31019, -13.31735], [-16.31267, -11.97542, -9.12479], [-20.03350, -11.15270, -6.45161], [-29.55251, -16.29967, -7.44014], [-21.63486, -12.48180, -5.43439], [-20.33472, -20.83902, -9.76304], [-26.42478, -12.63020, -5.22420], [-20.05029, -11.83182, -12.09979], [-23.04854, -6.68163, -5.68940], [-24.46027, -17.30415, -8.12785], [-22.28079, -19.48492, -1.16484], [-25.33775, -8.83589, -13.22033], [-31.75299, -14.24522, -5.53580], [-25.58326, -10.41256, -12.56220], [-22.05871, -7.97178, -12.23508], [-20.23921, -15.53322, -11.23697], [-17.86269, -9.01408, -7.14559], [-23.75526, -17.03148, -3.86717], [-23.39566, -5.60073, -3.55362], [-21.63860, -17.95307, -11.71248], [-19.85383, -18.48865, -7.16041], [-29.20836, -12.16576, -4.36918], [-28.09281, -11.93253, -6.52109], [-23.91672, -11.80477, -8.77483], [-20.25306, -18.72567, -2.82397], [-17.85202, -19.52110, -4.95608], [-18.22765, -20.46554, -7.92935], [-26.07800, -15.52083, -13.95342], [-23.43352, -16.65524, -6.76200], [-20.17476, -15.00574, -5.00294], [-22.32820, -13.89279, -4.77584], [-25.28589, -16.35718, -5.51912], [-31.08277, -15.54604, -7.64177], [-27.02042, -12.78375, -7.48776], [-16.96529, -14.19882, -9.91043], [-17.31155, -9.66386, -5.05464], [-26.01865, -15.97473, -7.12123], [-18.01849, -8.37227, -4.17870], [-19.33004, -13.16352, -7.31356]],
  "lowdin_charge": [0.68, 0.64, 0.67, 0.67, 0.74, 0.68, 0.69, 0.71, 0.63, 0.70, -0.30, -0.34, -0.30, -0.32, -0.05, -0.33, -0.03, -0.31, -0.34, -0.34, -0.32, -0.30, -0.32, -0.33, -0.32, -0.34, -0.35, -0.34, -0.35, -0.32, -0.31, -0.34, -0.04, -0.08, -0.21, -0.24, -0.22, -0.21, -0.21, -0.22, -0.19, -0.19, -0.02, -0.23, -0.22, -0.23, -0.15, -0.22, -0.02, -0.22, -0.03, -0.22, -0.22, -0.50, -0.23, -0.23, -0.22, -0.49, -0.14, -0.22, -0.51, -0.21, -0.18, -0.11, -0.18, -0.15, -0.21, -0.21, -0.24, -0.18, -0.21, -0.03, -0.14, -0.19, -0.24, -0.20, -0.19, -0.22, -0.22, -0.21, -0.16, -0.24, -0.15, -0.23, -0.46, -0.02, -0.02, -0.19, -0.04, -0.03, -0.20, -0.22, 0.06, 0.09, 0.10, 0.13, 0.12, 0.11, 0.08, 0.07, 0.08, 0.09, 0.11, 0.06, 0.13, 0.11, 0.05, 0.09, 0.10, 0.10, 0.13, 0.10, 0.14, 0.06, 0.12, 0.07, 0.03, 0.10, 0.08, 0.11, 0.10, 0.08, 0.10, 0.07, 0.08, 0.12, 0.07, 0.09, 0.09, 0.12, 0.12, 0.10, 0.11, 0.09, 0.13, 0.07, 0.09, 0.12, 0.07, 0.15, 0.11, 0.07, 0.10, 0.10, 0.09, 0.12, 0.10, 0.06, 0.12, 0.10, 0.07, 0.04, 0.09, 0.10, 0.09, 0.12, 0.09, 0.10, 0.12, 0.14, 0.09, 0.12, 0.12, 0.08, 0.09, 0.10, 0.11, 0.10, 0.11, 0.09, 0.11, 0.09, 0.10, 0.09, 0.04, 0.06, 0.10, 0.16, 0.09, 0.11, 0.08, 0.11, 0.14, 0.10, 0.10, 0.06, 0.08, 0.10, 0.07, 0.13, 0.11, 0.10, 0.08, 0.09, 0.05, 0.12, 0.13, 0.12, 0.11, 0.08, 0.09, 0.09, 0.07, 0.08, 0.10, 0.11, 0.10, 0.10, 0.14, 0.08]
}


[2]
{
  "formula": "C3H2O3V",
  "method": "ωB97M-V with the def2-TZVPD basis set",
  "fmax_ev_per_a": 4.44,
  "gap_ha": [0.23675, 0.34147],
  "charge": 1,
  "homo_ev": [-12.13, -15.06],
  "relative_energy_kcal_mol": 64.7,
  "multiplicity": 5,
  "symbols": ["V", "O", "O", "O", "C", "C", "C", "H", "H"],
  "coordinates": [[2.03042, 1.22806, -0.55772], [0.30472, 1.46744, 0.06096], [1.81118, -0.66345, -0.21883], [-2.66765, 0.73938, -0.26668], [-1.67085, 0.13702, -0.34759], [0.60109, -0.91329, 0.06292], [-0.29585, 0.30356, 0.22529], [0.16049, -1.87020, -0.26397], [-0.27355, -0.42851, 1.30561]],
  "lowdin_charge": [1.31, -0.19, -0.12, 0.20, -0.05, -0.15, -0.43, 0.17, 0.26]
}


[3]
{
  "formula": "C5H8FNO3P",
  "method": "ωB97M-V with the def2-TZVPD basis set",
  "fmax_ev_per_a": 5.45,
  "gap_ha": [0.35165, 0.30276],
  "charge": 1,
  "homo_ev": [-15.31, -14.82],
  "relative_energy_kcal_mol": 69.8,
  "multiplicity": 1,
  "symbols": ["P", "F", "O", "O", "O", "N", "C", "C", "C", "C", "C", "H", "H", "H", "H", "H", "H", "H", "H"],
  "coordinates": [[0.00046, -0.15577, -0.64607], [-1.81507, 1.16700, 2.77650], [-0.67075, 0.00385, 0.79438], [0.66297, 1.23788, -0.79931], [1.29027, -1.03332, -0.38072], [-2.74929, -0.50865, 0.02592], [2.08058, 1.08367, -1.04095], [2.45429, -0.20922, -0.24699], [-1.98473, -0.28358, 0.93478], [-0.91503, -0.67433, -2.05898], [-2.18742, -0.09524, 2.48649], [-3.22372, -0.27432, 2.63770], [-1.52511, -0.92404, 2.96252], [2.33825, 1.14911, -2.13535], [-1.85995, -0.13340, -2.21303], [2.62988, 1.85823, -0.66727], [2.72063, -0.14632, 0.76497], [3.39808, -0.52044, -0.73666], [-0.64435, -1.54111, -2.45791]],
  "lowdin_charge": [0.72, 0.04, -0.05, -0.12, -0.13, 0.30, -0.11, -0.11, -0.47, 0.13, -0.11, 0.12, 0.17, 0.16, 0.07, 0.10, 0.12, 0.15, 0.01]
}


[4]
{
  "formula": "C22H22N6O2S2",
  "method": "ωB97M-V with the def2-TZVPD basis set",
  "fmax_ev_per_a": 1.70,
  "gap_ha": 0.34098,
  "homo_ev": -8.78,
  "relative_energy_kcal_mol": 18.4,
  "multiplicity": 1,
  "symbols": ["S", "S", "O", "O", "N", "N", "N", "N", "N", "N", "C", "C", "C", "C", "C", "C", "C", "C", "C", "C", "C", "C", "C", "C", "C", "C", "C", "C", "C", "C", "C", "C", "H", "H", "H", "H", "H", "H", "H", "H", "H", "H", "H", "H", "H", "H", "H", "H", "H", "H", "H", "H", "H", "H"],
  "coordinates": [[-2.98175, -2.69244, 1.21006], [1.91630, -1.62642, 1.18649], [-0.51130, -1.57483, -4.57886], [0.13276, -3.48927, 1.54131], [1.34098, 0.03294, 3.05854], [-2.47933, 0.92784, 2.37074], [-2.25695, -0.14118, 0.47400], [-2.80127, -0.35332, 2.59302], [-0.21415, -1.71295, 2.88984], [2.44134, 0.51226, 2.48915], [0.15337, 2.80171, 1.95110], [-1.80399, 2.34302, 0.44395], [3.68762, 0.32746, -0.78084], [4.06705, 0.16218, 0.69041], [-2.29055, -1.59792, -2.91385], [-1.99833, -3.31927, 2.62642], [-0.57999, -0.15459, -1.26514], [0.45856, 3.04543, -0.41458], [1.46449, 3.18855, 2.16050], [-0.35790, 2.72912, 0.66217], [-2.68653, -0.99018, 1.45929], [-2.70704, -1.21579, -1.65129], [2.88154, -0.18719, 1.50823], [-0.58744, -2.89636, 2.31184], [2.27371, 3.51023, 1.08382], [1.77014, 3.43740, -0.20312], [0.92945, -1.05999, 2.51246], [-1.29561, -2.34369, -5.46091], [-1.85865, -0.49199, -0.82877], [-1.01793, -1.25629, -3.36318], [-0.16898, -0.52889, -2.52312], [-2.15858, 1.06807, 1.11466], [4.48307, 1.09001, 1.08445], [-2.09956, -4.40179, 2.59757], [0.06817, 2.99145, -1.42218], [-2.43851, 3.12395, 0.87178], [2.94256, 1.11284, -0.88767], [-2.96755, -2.16334, -3.53318], [-2.01449, 2.25778, -0.62454], [3.29624, 3.81573, 1.24720], [0.81757, -0.27999, -2.87935], [0.08695, 0.38800, -0.61198], [2.39474, 3.69219, -1.04783], [-3.69389, -1.48247, -1.30365], [-2.39928, -2.89622, 3.54426], [-0.82472, -1.21680, 3.52992], [4.56395, 0.59517, -1.36548], [4.81600, -0.62795, 0.78727], [-2.21572, -1.82078, -5.74023], [3.27727, -0.60123, -1.17201], [1.85478, 3.23265, 3.16411], [-1.54489, -3.31794, -5.02965], [-0.68164, -2.48899, -6.34804], [-0.48203, 2.54405, 2.78491]],
  "lowdin_charge": [1.01, 1.14, -0.08, -0.01, 0.03, 0.08, 0.06, 0.02, 0.11, 0.00, -0.05, -0.06, -0.10, -0.24, 0.00, -0.33, 0.00, -0.07, -0.10, -0.23, -0.63, -0.03, -0.58, -0.57, -0.10, -0.10, -0.57, -0.08, -0.22, -0.27, 0.02, -0.29, 0.11, 0.09, 0.11, 0.13, 0.05, 0.11, 0.12, 0.10, 0.12, 0.10, 0.10, 0.11, 0.08, 0.14, 0.07, 0.11, 0.10, 0.06, 0.11, 0.10, 0.09, 0.10]
}